# 1
DFT (ωB97M-V with the def2-TZVPD basis set) results for a single CH2S3 molecule.

Values from the calculation:
Structure (SMILES)   S=C(S)S
Energy above the lowest of the compared OMol25 structures with the same formula, charge and spin   34.9 kJ/mol
E_HOMO   -9.001 eV
Energy   -1233.8392 a.u.
2S+1   1

Geometry (Å):
S (-1.575, -0.687, 0.484)
S (0.888, -0.746, -1.221)
S (0.433, 1.476, 0.801)
C (-0.026, -0.029, -0.109)
H (1.577, 1.832, 0.180)
H (-1.297, -1.846, -0.136)

natural (NBO) atomic charge list, values in e, 4 entries: number 1, S, carries 0.0890; number 2, S, carries 0.0390; number 3, S, carries 0.0610; number 4, C, carries -0.4999

# 2
DFT (ωB97M-V with the def2-TZVPD basis set) results for a molecular structure, CH33LiO16.

Values from the calculation:
Energy above the lowest of the compared OMol25 structures with the same formula, charge and spin   171.6 kJ/mol
E_HOMO   -9.175 eV
Energy   -1268.9973 a.u.
2S+1   1

Geometry (Å):
O (-1.103, -1.204, -2.910)
O (1.403, -0.309, 3.677)
O (2.295, -2.379, -0.355)
O (-1.860, 1.290, 2.899)
O (-3.754, 0.425, 1.073)
O (0.655, 0.378, -0.995)
O (2.902, 0.458, 0.886)
O (-0.553, 2.642, -0.201)
O (0.486, -3.827, -2.064)
O (1.092, 3.714, -1.484)
O (0.051, 1.453, -3.309)
O (-1.886, -2.157, 2.187)
O (2.949, 0.092, -2.232)
O (0.773, -2.527, 1.689)
O (0.234, 1.922, 2.232)
O (-3.020, 0.550, -1.789)
C (-0.160, -0.365, -0.020)
Li (1.713, -0.315, -0.735)
H (-0.860, -0.961, -2.207)
H (3.292, 0.227, 1.723)
H (-1.094, 0.115, 0.204)
H (-1.100, 3.044, -0.766)
H (-3.069, 0.833, 1.489)
H (0.353, 1.239, -2.456)
H (-0.983, 1.495, 2.701)
H (-0.459, 1.819, -0.787)
H (-3.873, 0.218, -2.111)
H (0.715, -0.774, 4.027)
H (1.483, -2.438, 1.183)
H (0.405, 3.149, -1.113)
H (-0.265, -3.389, -2.414)
H (3.145, -2.674, -0.992)
H (1.031, 0.352, 3.123)
H (0.357, -0.674, 0.924)
H (3.105, -0.527, -2.885)
H (0.580, 4.595, -1.694)
H (0.153, 1.995, 1.363)
H (0.641, -1.641, 2.160)
H (-1.871, -1.676, 2.937)
H (0.769, -4.772, -2.476)
H (-4.022, -0.109, 1.763)
H (-1.898, -1.405, 1.596)
H (1.680, -2.943, -0.900)
H (-3.127, 0.366, -0.781)
H (-0.033, 0.604, -3.612)
H (3.295, 0.873, -2.693)
H (-0.389, -1.298, -0.467)
H (-1.938, -0.773, -2.866)
H (2.899, 1.374, 0.968)
H (0.971, 2.433, 2.506)
H (-2.100, 1.463, 3.997)

natural (NBO) atomic charge list, values in e, 4 entries: number 1, O, carries -0.9199; number 2, O, carries -0.9445; number 3, O, carries -0.9926; number 4, O, carries -1.0112

# 3
DFT (ωB97M-V with the def2-TZVPD basis set) results for 17 unconnected molecules or ions with the total composition CH33O19.

Values from the calculation:
Charge   -1
Energy above the lowest of the compared OMol25 structures with the same formula, charge and spin   36.6 kJ/mol
E_HOMO   -7.412 eV
Energy   -1487.5895 a.u.
2S+1   1

Geometry (Å):
O (11.462, 11.263, -21.444)
O (6.624, 11.244, -21.445)
O (8.691, 8.207, -28.337)
O (7.567, 13.609, -24.744)
O (9.259, 10.736, -22.737)
O (11.673, 10.295, -24.367)
O (5.316, 9.600, -24.331)
O (8.922, 9.667, -24.716)
O (10.855, 7.798, -26.041)
O (9.246, 8.738, -20.814)
O (9.446, 13.495, -22.355)
O (7.028, 7.726, -25.800)
O (8.237, 7.155, -23.070)
O (5.071, 12.732, -23.429)
O (9.967, 10.673, -27.294)
O (10.442, 12.598, -25.558)
O (7.102, 10.559, -26.963)
O (7.489, 11.092, -23.878)
O (8.413, 12.388, -19.800)
C (8.568, 10.550, -23.755)
H (10.612, 11.057, -21.877)
H (8.747, 8.979, -21.597)
H (10.274, 7.005, -26.120)
H (6.748, 8.434, -26.370)
H (12.144, 10.109, -23.545)
H (9.452, 13.845, -21.479)
H (7.981, 10.952, -26.880)
H (10.437, 13.526, -25.895)
H (6.212, 7.664, -25.386)
H (6.003, 10.196, -24.051)
H (8.794, 9.147, -28.339)
H (5.285, 12.096, -22.702)
H (5.272, 9.624, -25.285)
H (9.940, 8.065, -21.079)
H (9.226, 12.512, -22.299)
H (9.183, 7.319, -23.116)
H (8.454, 13.592, -25.160)
H (7.829, 12.110, -20.492)
H (8.264, 9.514, -25.420)
H (10.608, 12.637, -24.598)
H (10.757, 10.343, -24.124)
H (10.416, 8.481, -25.496)
H (4.446, 13.350, -23.115)
H (7.173, 11.037, -22.226)
H (8.846, 11.590, -19.409)
H (6.408, 11.225, -26.775)
H (7.619, 12.726, -24.382)
H (6.626, 10.409, -21.020)
H (10.267, 11.399, -26.719)
H (10.736, 10.123, -27.367)
H (11.833, 11.862, -22.085)
H (8.587, 7.999, -27.429)
H (7.744, 7.670, -23.721)

natural (NBO) atomic charge list, values in e, 4 entries: number 1, O, carries -0.9741; number 2, O, carries -0.9720; number 3, O, carries -0.9458; number 4, O, carries -0.9466

# 4
DFT (ωB97M-V with the def2-TZVPD basis set) results for 18 unconnected molecules or ions with the total composition CH35O20.

Values from the calculation:
Charge   -1
Energy above the lowest of the compared OMol25 structures with the same formula, charge and spin   4.2 kJ/mol
E_HOMO   -7.216 eV
Energy   -1564.0594 a.u.
2S+1   1

Geometry (Å):
O (0.462, 0.038, 1.353)
O (-0.965, 3.154, -2.779)
O (3.099, -0.998, 0.941)
O (-1.669, -3.046, -0.941)
O (0.750, -0.617, -0.686)
O (-0.706, 1.074, -0.220)
O (2.151, -3.563, 0.453)
O (-0.927, 3.032, 1.809)
O (3.135, -0.639, -2.330)
O (-3.330, 2.070, 2.657)
O (-3.236, 1.952, -1.435)
O (1.711, 1.667, -2.027)
O (0.831, 1.850, 3.366)
O (-1.891, -0.265, 2.679)
O (-0.240, -2.716, 1.483)
O (1.845, -3.104, -2.194)
O (0.593, 3.541, -0.382)
O (-0.310, -0.902, 4.652)
O (-0.118, -1.804, -3.609)
O (-2.038, -0.571, -2.241)
C (0.209, 0.132, 0.164)
H (1.144, 1.606, -2.812)
H (2.331, -0.775, 0.380)
H (-0.343, 3.340, 1.183)
H (0.565, -3.171, 1.226)
H (0.592, -1.933, -2.997)
H (0.444, -1.475, 4.385)
H (-2.647, 2.576, 2.316)
H (1.628, -3.251, -1.297)
H (-1.107, -2.784, -0.189)
H (1.375, 3.072, -0.043)
H (2.733, 0.232, -2.433)
H (0.856, 1.094, 2.746)
H (0.767, 1.408, 4.254)
H (-2.940, 1.175, 2.651)
H (3.503, -0.784, -3.203)
H (2.340, -2.294, -2.134)
H (-1.107, -0.347, 2.083)
H (-0.664, -0.486, 3.829)
H (3.113, -0.281, 1.587)
H (-1.615, 2.714, -2.234)
H (-1.275, -1.112, -2.455)
H (0.028, -1.788, 1.344)
H (-0.273, 2.662, 2.410)
H (-3.512, 1.238, -0.769)
H (-2.251, -2.309, -1.091)
H (-3.897, 1.866, -2.042)
H (-0.969, 1.654, 0.529)
H (-1.313, 3.116, -3.657)
H (0.331, -1.491, -4.380)
H (1.513, 0.939, -1.484)
H (-2.423, -1.043, 2.791)
H (2.459, -2.659, 0.653)
H (2.934, -4.084, 0.631)
H (-1.699, 0.068, -1.543)
H (0.027, 3.023, -0.946)

natural (NBO) atomic charge list, values in e, 4 entries: number 1, O, carries -0.8474; number 2, O, carries -0.9743; number 3, O, carries -0.9856; number 4, O, carries -0.9856